Formula: C14H21N3O5S
Source: OMol25
Level of theory: ωB97M-V/def2-TZVPD

Last column: Löwdin charge in e.
Element x y z (Å)
O 2.822152 -0.049575 -2.136915  -0.035
H -1.206725 3.611078 -0.130089  0.154
H 4.134929 -2.246554 0.097230  0.089
C 1.934683 0.479080 0.009106  -0.197
C 3.849640 -0.553500 1.409962  -0.426
H 1.876330 -0.044194 2.069077  0.123
O 0.865004 -0.980616 -1.576995  0.113
H -3.368302 -1.185716 -1.218950  0.119
O 1.133019 3.141890 -0.437341  0.079
C -4.516459 1.572814 0.338862  -0.052
C 4.570460 -1.263718 0.268066  -0.064
O -7.116995 0.176988 -0.044641  -0.301
C 1.811014 -0.281526 -1.311163  -0.460
H 5.160076 -1.359534 2.929995  0.076
H -5.445537 1.954190 0.730396  0.115
N -1.037814 2.614076 -0.131075  0.138
H 3.695508 -2.305902 2.668792  0.082
C 0.312436 2.299156 -0.149102  -0.533
H 2.639131 1.306812 -0.108527  0.158
H 2.804118 -1.781448 -3.272817  0.100
N 0.631434 1.050656 0.284605  0.116
C 2.340387 -0.447424 1.166060  -0.116
C -4.494127 0.306524 -0.211976  -0.302
N -5.768814 -1.534764 1.235138  -0.059
H -6.499073 -1.326104 1.896492  0.062
H 4.254211 0.460008 1.503144  0.139
S -5.974459 -0.675026 -0.203898  0.619
C 4.094670 -1.295364 2.723752  -0.081
H 1.923012 -1.442544 0.992856  0.131
C 2.772758 -0.698086 -3.403404  -0.031
H 1.853567 -0.431536 -3.927789  0.099
H 3.616832 -0.781194 3.554294  0.075
H 5.621743 -1.395474 0.513718  0.079
C -2.173401 0.534234 -0.745458  -0.005
C -3.338155 -0.210671 -0.760565  -0.042
H -1.290916 0.135567 -1.222418  0.099
H 3.642935 -0.353290 -3.955089  0.096
O -5.939251 -1.616280 -1.284680  -0.299
H -0.109788 0.384982 0.442968  0.128
C -2.166734 1.806082 -0.161842  -0.226
H -5.701511 -2.525400 1.066475  0.062
C -3.357793 2.322190 0.361161  -0.004
H -3.361170 3.316670 0.782082  0.116
H 4.506957 -0.687548 -0.649498  0.065

Forces on atoms 1 to 2 (eV/Å):
O 0.24 0.26 0.09
H 0.17 -0.15 -0.05

Summary:
Net charge   0
2S+1   1
Orbital gap   9.6 eV
Lowest unoccupied orbital energy   0.63 eV
Relative energy (zero: lowest compared OMol25 entry of this formula, charge and spin)   0.050 eV
Highest occupied orbital energy   -8.93 eV
Strongest force on any atom   0.0153 Eh/bohr

***

Formula: C14H21N7
Source: OMol25
Level of theory: ωB97M-V/def2-TZVPD

Last column: Löwdin charge in e.
Element x y z (Å)
H -10.472880 0.240630 23.209950  0.082
H -11.229580 0.449870 21.512130  0.088
N -7.273070 -2.916260 8.675210  0.119
C -9.158080 -3.567300 15.085320  -0.063
H -7.247400 4.486790 15.179250  0.085
N -9.325490 3.223340 13.155780  0.116
H -7.809460 -0.526070 6.565430  0.086
H -13.962960 1.677550 15.241090  0.078
H -14.619740 3.026220 14.310890  0.079
H -11.548660 1.448540 23.073830  0.084
H -13.722900 -7.864230 19.686840  0.073
H -9.870470 -3.590710 14.260670  0.084
C -9.862730 1.835020 21.944020  -0.296
C -15.774760 2.212860 15.975180  -0.265
N -14.053590 -8.914250 16.726350  0.104
C -14.873780 2.089060 14.806150  -0.080
H -8.584880 3.697000 16.043890  0.080
H -7.770060 -2.095060 5.709210  0.078
N -9.776020 -1.516050 16.555780  0.121
H -15.156440 1.460680 13.961550  0.077
N -12.614920 -4.084940 6.627750  0.104
C -7.293500 -2.301510 7.716700  -0.289
C -11.719550 -6.130070 8.091110  -0.064
C -8.690060 3.323640 14.117750  -0.289
H -12.305010 -7.292390 18.962250  0.069
H -13.808030 -6.355840 18.584450  0.075
H -8.113810 -3.433570 14.802970  0.087
C -7.828750 3.569160 15.269280  -0.076
H -6.319880 -1.511480 6.044130  0.080
N -16.398300 2.403790 16.945350  0.110
H -7.250230 2.732840 15.661650  0.083
H -12.373840 -6.848790 7.597720  0.078
C -13.722630 -8.223490 17.598490  -0.258
H -9.342030 -4.434190 15.719960  0.080
H -10.653730 -6.321750 7.967120  0.081
C -10.858370 0.900390 22.432640  -0.077
C -13.381440 -7.336230 18.796500  -0.063
C -9.529040 -2.424320 15.920320  -0.308
H -11.998270 -5.970380 9.132710  0.079
C -7.312320 -1.493500 6.494510  -0.073
C -12.194030 -4.964810 7.289680  -0.279
N -9.078850 2.606940 21.573000  0.119

Forces on atoms 1 to 2 (eV/Å):
H 0.53 -0.57 -0.73
H -0.66 -0.47 0.67

Summary:
Net charge   0
2S+1   1
Orbital gap   11.8 eV
Lowest unoccupied orbital energy   0.27 eV
Relative energy (zero: lowest compared OMol25 entry of this formula, charge and spin)   1.843 eV
Highest occupied orbital energy   -11.56 eV
Strongest force on any atom   0.0696 Eh/bohr

***

Formula: C14H21N7
Source: OMol25
Level of theory: ωB97M-V/def2-TZVPD

Last column: Mulliken spin population.
Element x y z (Å)
H -2.749219 2.755274 4.767471  0.000
H -0.718186 0.023311 1.121892  0.039
C -0.670392 -1.059282 1.004360  0.009
C -0.391031 4.307477 3.565680  0.000
C 0.722953 -4.746479 -2.808780  0.000
H 2.731735 -1.521126 -4.569385  0.009
C -3.096886 1.757461 5.035050  0.000
C 2.536699 -0.753762 -3.820247  0.062
H 2.486593 -4.142926 -3.426929  0.001
N -3.655121 -1.412976 -0.732056  0.086
H 2.208782 0.220428 -4.182883  0.000
N -0.347084 -4.910542 -3.092529  0.003
H -3.183967 -3.228496 -3.367220  0.001
H -0.408571 2.416611 2.601186  0.000
N -0.084595 5.013000 4.441608  0.000
N 1.826139 1.414009 0.828148  0.000
H -1.859240 3.300223 2.651014  0.000
C 0.001101 -1.380198 -0.285632  0.132
H -0.610095 3.769429 1.429055  0.000
C -2.779411 -2.250827 -3.105329  0.002
H 1.838035 -1.174590 -3.097145  0.005
C -3.273280 -1.772991 -1.785008  0.029
C -2.758127 0.928120 3.876283  0.002
C 2.172401 2.502628 0.759500  0.001
H -1.601840 -1.625147 0.987341  0.001
H -4.181326 1.734670 5.142656  0.000
H 1.970199 4.458469 0.058197  0.000
C 3.778401 -0.670317 -3.083890  0.052
H -2.598265 1.475256 5.962330  0.000
H -3.256324 -1.561433 -3.802030  0.012
H 2.566205 -5.420661 -2.105074  0.000
C -0.795841 3.423599 2.445917  0.000
H 3.688019 3.772199 0.353127  0.000
H -0.044684 -1.327462 1.855631  0.042
C 2.665370 3.918289 0.700884  0.000
H 2.124022 -3.756079 -1.660163  0.000
H 2.505614 4.308289 1.706112  0.000
N 4.789294 -0.671010 -2.553271  0.203
N 0.575117 -1.684754 -1.250644  0.302
C 2.118334 -4.493545 -2.462790  0.000
H -1.692082 -2.183568 -3.069381  -0.001
N -2.549445 0.249429 2.966945  0.008

Forces on atoms 1 to 2 (eV/Å):
H -0.28 0.24 0.30
H -0.36 0.26 -0.24

Summary:
Net charge   +1
2S+1   2
Orbital gap (alpha / beta)   11.6 / 2.7 eV
Lowest unoccupied orbital energy (alpha / beta)   -2.39 / -11.24 eV
Relative energy (zero: lowest compared OMol25 entry of this formula, charge and spin)   0.768 eV
Highest occupied orbital energy (alpha / beta)   -13.96 / -13.96 eV
Strongest force on any atom   0.0777 Eh/bohr
<S²>   0.76

***

Formula: C14H21NO3Zn
Source: OMol25
Level of theory: ωB97M-V/def2-TZVPD

Last column: Löwdin charge in e.
Element x y z (Å)
H 5.719678 1.917389 -2.178553  0.130
N 1.482438 -1.265108 -0.831785  -0.005
C -1.051540 -1.222735 -0.693148  -0.216
H -4.068065 0.119785 -0.538485  0.126
H 4.953368 0.084567 -0.752161  0.123
H -3.870766 -2.283250 -1.813015  0.138
H -0.853647 -2.171633 -0.153385  0.137
H -2.974617 -2.781680 -0.387469  0.135
H -4.571013 -1.802579 2.943721  0.111
O 3.404146 -0.103382 1.977413  -0.115
H -3.920658 0.596381 2.955535  0.084
H 4.430902 4.059355 -2.294521  0.132
H 2.362394 4.287889 -0.924221  0.130
H -5.156247 -1.234689 -0.266131  0.139
C -3.987699 0.530408 1.860651  -0.039
H -3.192411 1.165935 1.432381  0.078
C 2.829052 -0.005542 0.877225  -0.224
C 1.729401 -1.058471 0.570839  -0.102
C 4.080717 3.232769 -1.677302  0.003
H 0.287146 0.437089 -1.335377  0.130
H -4.941592 0.936172 1.496286  0.097
H 0.847154 -0.800604 1.185498  0.152
C -4.104563 -0.914462 -0.176055  -0.097
O -2.097758 -1.289998 -1.612447  -0.077
Zn 5.302451 -0.519591 2.968402  1.215
C 2.498229 2.318692 -0.090629  -0.022
C 4.798094 2.037771 -1.607042  -0.044
H 1.584536 2.476388 0.485093  0.133
H -2.807884 -1.311777 1.582210  0.130
C -3.238368 -1.902572 -0.997434  -0.162
C 0.253961 -0.663092 -1.335536  -0.140
C -3.825826 -0.941963 1.351971  -0.428
C 3.211897 1.117493 -0.007374  -0.158
H 0.192303 -0.932790 -2.404949  0.142
H -1.354327 -0.497944 0.103303  0.129
O -4.815297 -1.702348 2.013677  0.002
H 1.458715 -2.264904 -1.014328  0.142
C 4.376934 1.011666 -0.801048  -0.026
C 2.918413 3.350262 -0.893454  -0.031
H 2.110350 -2.008898 0.981645  0.151

Forces on atoms 1 to 2 (eV/Å):
H -0.32 0.03 0.10
N -1.03 0.13 1.06

Summary:
Net charge   +2
2S+1   1
Orbital gap   1.8 eV
Lowest unoccupied orbital energy   -12.41 eV
Highest occupied orbital energy   -14.25 eV
Strongest force on any atom   0.0353 Eh/bohr

***

Formula: C14H21NPW
Source: OMol25
Level of theory: ωB97M-V/def2-TZVPD

Last column: Mulliken spin population.
Element x y z (Å)
C -0.047503 -1.024964 1.031693  -0.005
C -2.075241 1.010764 1.917634  0.080
H 2.499749 -2.494782 -0.721577  0.005
C 0.517278 -3.337910 -0.499637  -0.110
H 0.651532 -0.205173 -3.203917  0.005
H -3.301449 -2.768077 -2.468314  0.005
P -0.817465 0.595041 0.724056  0.092
C 0.429740 3.062555 0.201696  0.015
H -3.022194 -1.497200 -1.280005  -0.015
H -1.647973 0.867035 2.915911  0.002
C 1.245060 -1.246539 0.457797  0.015
N 1.035693 -0.420931 -2.282815  0.004
H 3.249659 4.497059 1.521933  0.000
H -1.243840 0.571909 -0.687024  -0.019
C 2.605617 2.467653 1.870680  0.002
H 3.471212 2.164720 2.461729  0.001
H -1.509263 -3.902622 -0.064665  0.003
H 1.444173 0.431481 -1.902851  -0.004
H -0.399549 3.263999 -0.488328  -0.008
H -2.352637 2.069003 1.840287  -0.012
H -1.982887 -1.623058 -2.799816  -0.001
C -2.977020 -1.737427 -2.337072  0.018
C 2.504690 3.737134 1.292813  -0.002
C 0.498495 1.816795 0.859396  0.002
H -2.969926 0.401009 1.826606  0.007
H 1.801405 -1.093284 -2.390442  0.015
H 1.331968 5.000591 -0.023735  0.000
H -1.951301 -2.005072 1.425676  0.017
H 0.744699 -4.215016 -1.093062  -0.004
C -0.956521 -2.124406 1.017492  0.010
W -0.455784 -1.295269 -1.098564  1.830
C 1.502014 -2.376255 -0.295582  0.049
C 1.577695 1.544880 1.731094  -0.002
C -0.731760 -3.178447 0.129387  -0.012
H -3.715205 -1.092889 -2.850684  0.004
H 1.617649 0.597070 2.288853  0.002
H 2.011468 -0.481863 0.525620  -0.001
C 1.417723 4.022485 0.447738  0.011

Forces on atoms 1 to 2 (eV/Å):
C -0.62 0.91 0.62
C -0.25 0.08 0.86

Summary:
Net charge   +1
2S+1   3
Orbital gap (alpha / beta)   5.4 / 6.8 eV
Lowest unoccupied orbital energy (alpha / beta)   -2.92 / -3.22 eV
Relative energy (zero: lowest compared OMol25 entry of this formula, charge and spin)   0.000 eV
Highest occupied orbital energy (alpha / beta)   -8.35 / -9.99 eV
Strongest force on any atom   0.0604 Eh/bohr
<S²>   2.04

***

Formula: C14H22AlN2O8P2S
Source: OMol25
Level of theory: ωB97M-V/def2-TZVPD

Last column: Löwdin charge in e.
Element x y z (Å)
N 2.103201 -0.297976 2.769604  0.141
N 4.042901 -0.244259 1.598379  -0.087
H 5.465193 0.857077 2.624054  0.127
P -0.736096 2.997735 1.428816  0.429
H 5.968729 -0.907586 4.353162  0.085
H 1.796024 -0.914443 7.515271  0.112
H 5.740051 -1.829365 -0.934122  0.089
H 4.827184 -1.997354 3.552332  0.086
S 1.996456 -0.680552 -0.006512  0.933
H -0.083572 5.050986 1.592990  0.113
C 2.725942 -0.361948 1.579659  -0.568
H 4.207164 -2.352019 -0.236400  0.053
C -1.186762 0.028243 6.214477  -0.051
O -0.543554 4.500901 0.942430  -0.084
H 6.310576 -1.487518 2.726254  0.069
O -2.939775 0.206766 1.828439  -0.049
H -2.188696 0.299811 6.520137  0.114
C 0.826807 -0.270670 3.049657  -0.306
C -3.499871 3.332149 1.428491  -0.040
O 0.295596 2.140848 0.628840  -0.170
O -0.136151 -0.207576 2.164580  -0.025
H 5.824263 0.113736 0.620865  0.124
C 1.393917 -0.627711 5.434654  -0.009
H -3.386144 4.414923 1.373129  0.099
C 5.137876 -1.825563 -0.024610  -0.069
H 4.412366 0.167824 -0.421487  0.094
H 4.056716 0.412505 3.579478  0.104
O -0.767515 2.780942 2.881249  -0.226
P -2.654335 0.889431 0.450698  0.597
C -0.849365 0.039652 4.873572  -0.008
H 5.677589 -2.376072 0.744527  0.069
H 2.394524 -0.886602 5.116715  0.107
C 5.514069 -1.163392 3.395870  -0.060
H -3.435576 3.034947 2.475478  0.091
H -2.114288 -0.077545 2.282382  0.077
H -1.589396 0.355700 4.155174  0.095
C 4.771188 0.049158 2.853907  -0.175
C -2.378202 2.680551 0.615576  -0.568
H -2.078762 4.024300 -0.784995  0.109
Al 0.151151 0.402410 0.511997  -0.129
O -1.457296 0.202442 -0.214601  -0.128
H -4.313415 -0.103431 -0.569156  0.134
O -2.335532 3.093511 -0.747019  -0.029
C 0.440721 -0.294739 4.469539  -0.126
H -0.500950 -0.322269 8.216390  0.114
H -4.477748 3.064998 1.028754  0.093
O -3.953827 0.777505 -0.391142  -0.016
C 1.054612 -0.646024 6.774112  -0.056
C -0.236921 -0.317014 7.166158  -0.053
C 4.882731 -0.380025 0.391549  -0.222

Forces on atoms 1 to 2 (eV/Å):
N 0.03 0.09 0.05
N 0.04 0.05 0.00

Summary:
Net charge   +1
2S+1   1
Orbital gap   8.6 eV
Lowest unoccupied orbital energy   -3.45 eV
Relative energy (zero: lowest compared OMol25 entry of this formula, charge and spin)   0.404 eV
Highest occupied orbital energy   -12.04 eV
Strongest force on any atom   0.0081 Eh/bohr